17 unconnected molecules or ions with the total composition C18H66ClFNO18 in a non-equilibrium geometry. Source: OMol25; level of theory: wB97M-V/def2-TZVPD.

Last column: Mulliken charge in e.
Positions of all 105 atoms, in Å:
Cl -3.417732 0.223466 1.206254  -0.090
F -5.535765 1.322097 2.552670  -0.229
O 2.960758 0.317404 -0.035746  -0.373
O 5.669928 5.356117 4.162338  -0.513
O -6.878443 3.879998 -0.934750  -0.432
O -4.267307 -6.298355 1.142814  -0.406
O -4.125115 0.656019 4.716765  -0.686
O 3.292650 3.855934 3.587781  -0.587
O 0.543683 2.159508 -7.510202  -0.461
O -2.880753 3.759516 1.034923  -0.497
O 4.093711 1.298534 3.522235  -0.288
O -0.622555 -0.902989 0.336157  -0.464
O 7.840132 -1.119078 3.456204  -0.493
O 3.949303 -1.669309 -4.833864  -0.435
O -4.032156 -3.408658 0.296813  -0.435
O -0.867608 -1.124278 -4.663341  -0.395
O -4.339424 -1.618068 4.613356  -0.768
O 1.455240 -2.785352 -1.417706  -0.469
O -1.100298 0.424210 6.141447  -0.571
O -4.766152 -3.229303 -3.950614  -0.425
N -4.768771 -0.777211 1.608988  -0.199
C -5.440418 -0.107279 2.771127  0.050
C 1.383059 -2.867339 -2.833279  -0.315
C -3.867277 -7.527093 1.727304  -0.573
C 7.773110 -1.192715 2.039824  -0.531
C 3.215464 1.580312 0.564675  -0.671
C -3.192405 -3.979264 -0.696406  -0.610
C 0.218168 -0.630919 1.442883  -0.277
C -4.599189 -0.366421 4.116880  0.566
C 1.398272 3.218103 -7.101798  -0.533
C -4.302116 3.697158 0.987015  -0.457
C 3.424566 4.724308 2.469727  -0.446
C -6.746156 4.740112 -2.054699  -0.540
C -0.741549 -0.262382 -5.785490  -0.564
C -0.257639 -0.139044 5.153348  -0.325
C 4.482772 0.062883 4.107652  -0.579
C 4.773570 -2.256578 -5.828687  -0.566
C -5.945036 -3.961360 -3.651435  -0.545
C 6.993559 4.849993 4.225359  -0.570
H -4.601896 -7.836980 2.475616  0.235
H -1.576144 0.442878 -5.803445  0.284
H -0.732295 -0.853868 -6.705423  0.325
H -4.909453 -3.311401 -0.093450  0.246
H -4.689445 3.406420 1.964471  0.272
H 7.123595 -2.022748 1.761512  0.218
H 3.440595 4.137657 1.547689  0.079
H 0.194206 0.289481 -5.702804  0.108
H -7.714687 3.408711 -1.033957  0.261
H -4.703220 4.674090 0.700409  0.264
H 8.418955 -0.378822 3.675651  0.288
H -6.506457 -0.530181 2.889252  0.122
H 4.821059 -1.601749 -6.702927  0.244
H -0.645038 -1.115744 4.851258  0.301
H 1.387198 3.278593 -6.013493  0.217
H 1.137331 -1.216935 1.359021  0.290
H 8.772675 -1.363270 1.631124  0.299
H 2.332440 1.888948 1.124267  0.119
H -6.737515 4.149819 -2.975055  0.261
H 5.776497 -2.387591 -5.421797  0.213
H 0.570885 2.126970 -8.474245  0.273
H -3.148283 -3.316220 -1.564280  0.215
H -4.477603 -1.733559 1.877779  0.296
H 0.971156 -1.938214 -3.233749  0.064
H -2.190751 -4.101459 -0.284154  0.266
H -6.186511 -4.624596 -4.486410  0.280
H -5.806766 5.286771 -1.968548  0.205
H 2.036282 -2.043829 -1.204096  0.201
H -4.946600 -2.712827 -4.745441  0.274
H 3.429207 2.320347 -0.212348  0.356
H 2.459004 3.379282 3.482340  0.304
H -1.978709 0.520932 5.743291  0.317
H 3.745778 -0.237449 4.856815  0.228
H 0.743395 -0.261478 5.571950  0.151
H -6.771311 -3.268462 -3.472733  0.279
H 4.056184 1.951729 4.231764  0.245
H -0.136849 -0.649875 -0.458746  0.219
H -5.772654 -4.556986 -2.754722  0.152
H -4.598280 2.955055 0.247075  0.153
H -2.885776 -7.411450 2.194534  0.263
H 1.041326 4.162876 -7.519752  0.259
H 7.692686 5.672202 4.069159  0.247
H 4.533937 -0.696903 3.327207  0.198
H -7.577313 5.450632 -2.075381  0.262
H 2.382032 -3.041304 -3.242588  0.225
H 4.369672 -3.231291 -6.114741  0.271
H 3.069524 -1.564545 -5.218064  0.269
H 3.755188 0.067306 -0.523603  0.251
H -3.584864 -4.956228 -0.990494  0.250
H -0.304626 -0.907449 2.358592  0.095
H -2.647250 4.421744 1.696078  0.262
H 7.172697 4.405434 5.207974  0.262
H 7.361042 -0.262078 1.640813  0.219
H -0.208107 0.526560 4.286864  0.117
H 0.456195 0.436127 1.469907  0.080
H 2.589026 5.428447 2.449492  0.301
H -3.807213 -8.285456 0.945673  0.203
H 7.138990 4.098547 3.444249  0.241
H 0.731089 -3.697977 -3.105790  0.280
H 2.418237 3.021636 -7.442319  0.267
H 5.465980 0.170254 4.572603  0.268
H 4.357311 5.275200 2.561738  0.319
H -1.702147 -1.599723 -4.760865  0.236
H -4.312459 -5.644511 1.853286  0.279
H 4.063658 1.497609 1.245714  0.314
H 5.071104 4.608219 4.303731  0.341

Cartesian forces (eV/Å) of the 3 atoms listed first:
0.39 -0.67 -0.14
-0.26 -2.69 0.05
-0.03 -0.34 -0.30

Properties
Total charge   -1
Total energy   -73313.2369 eV
HOMO level   -4.27 eV

---

A molecular structure, C36H53AuGe2IN2O2S in a non-equilibrium geometry. Source: OMol25; level of theory: wB97M-V/def2-TZVPD.

Last column: Mulliken charge in e.
Positions of all 98 atoms, in Å:
Au 0.149877 -0.422249 -0.007437  0.264
I -4.838896 -3.998193 -2.298853  0.084
Ge 0.645764 -2.982943 0.014009  -0.223
Ge 2.590032 -0.402358 0.087436  0.091
S 2.005961 4.081163 0.763144  0.105
O 0.147199 2.261845 -1.056053  -0.031
O -2.220583 -2.296243 -0.490062  -0.568
N -1.701422 0.514316 0.297434  -0.340
N -2.988861 -0.906109 -2.091352  -0.224
C 3.135673 0.863383 1.487741  0.926
C 0.159753 -3.605391 -1.779420  -0.138
C -0.926924 6.064565 -0.117830  -0.705
C 2.590339 -3.245646 0.274532  -0.171
C 3.431386 4.795533 -1.558501  0.308
C 4.663270 1.013971 1.471125  -1.492
C -1.925750 5.709876 2.445309  -0.338
C -0.286198 -3.228146 1.726808  -0.256
C 2.687889 -0.629970 -2.815028  -1.194
C 3.145163 -4.626538 0.306614  0.577
C -1.016121 2.213174 1.709016  -0.541
C -1.167518 2.634849 -0.794153  -0.449
C 3.253898 0.192425 -1.659367  0.022
C -4.553747 -2.369431 -0.947059  -1.352
C -3.295060 2.334610 0.575062  -1.684
C 3.325411 5.818492 -4.156791  -0.448
C -0.555722 5.689997 2.222990  -0.535
C 4.517945 -4.866293 0.196782  -0.651
C 3.330563 -2.150182 0.435347  0.305
C -2.800089 5.909942 1.384381  -0.650
C -2.297929 6.088930 0.102550  -0.283
C 2.306745 -5.731883 0.428005  0.167
C -1.848358 1.861203 0.420034  1.958
C 4.360676 5.736032 -1.989787  -0.650
C 2.805252 -7.025675 0.474176  -1.376
C 3.555858 4.242047 -0.160832  -0.421
C 2.388653 4.885821 -3.731903  -1.227
C 4.312827 6.242580 -3.281342  -0.638
C -0.362524 -4.643803 2.300939  -1.294
C 1.435374 5.813474 0.692608  -1.210
C 5.024190 -6.152860 0.243948  -0.805
C -3.155193 -1.845892 -1.128733  0.570
C 4.170983 -7.239765 0.389260  -0.424
C -0.044707 5.867779 0.939634  0.642
C -0.180950 -5.093571 -1.901427  -1.382
C 2.440452 4.377780 -2.442418  0.501
H -2.972926 6.259546 -0.726176  0.405
H 1.023083 -3.346583 -2.395805  0.284
H -3.778388 1.788399 1.384114  0.436
H -3.847776 2.147862 -0.346459  0.389
H 1.611691 4.550515 -4.406834  0.453
H -0.535757 6.205000 -1.119228  0.422
H 1.697622 3.654105 -2.127483  0.692
H -1.444008 1.723218 2.580714  0.484
H -1.006336 -5.373179 -1.243985  0.303
H 5.047328 6.969869 -3.600625  0.401
H -2.311185 5.585899 3.449249  0.407
H 2.126553 -7.862459 0.574535  0.405
H 0.028259 1.920776 1.615181  -0.115
H 4.392712 -2.230516 0.666718  0.256
H 2.802328 0.481048 2.454262  0.539
H 3.141841 -0.345145 -3.765181  0.491
H 0.270375 -2.574386 2.402560  0.384
H -2.066094 -0.539259 -2.257801  0.162
H -0.684978 -3.005513 -2.107775  0.343
H 3.284047 6.212847 -5.163153  0.407
H -3.769160 -0.497679 -2.574178  0.232
H -0.491852 -5.314921 -2.923607  0.389
H 3.028454 1.253470 -1.791861  -0.082
H -3.867724 5.942721 1.558776  0.500
H 4.569159 -8.244801 0.426578  0.408
H 4.229047 4.866832 0.427167  0.561
H 1.678589 6.193512 -0.298838  0.497
H -0.913098 -4.625433 3.242772  0.416
H 1.235539 -5.590534 0.496459  0.605
H 5.132114 6.076623 -1.308885  0.407
H -1.099696 3.296179 1.805322  -0.265
H 0.622644 -5.056982 2.510535  0.316
H -4.667514 -2.769102 0.053409  0.413
H 5.200146 -4.038589 0.054916  0.352
H 0.744760 2.737187 -0.444845  -0.360
H 2.872079 -1.696539 -2.668450  0.263
H -0.886987 -5.328483 1.632075  0.320
H 0.126854 5.542621 3.052638  0.422
H 5.001028 1.651684 2.290004  0.371
H 2.615588 1.831004 1.343005  -0.858
H 0.671211 -5.730493 -1.676061  0.399
H -1.254948 3.699869 -0.560353  -0.312
H 4.342439 0.097055 -1.613064  0.529
H -3.336048 3.402296 0.791157  0.177
H -5.324755 -1.636354 -1.164944  0.548
H 6.091144 -6.311376 0.158388  0.402
H 1.608470 -0.486897 -2.907214  0.163
H 5.026642 1.448975 0.543513  0.310
H 5.159673 0.048692 1.584695  0.335
H -1.758674 2.415285 -1.683483  0.556
H 1.988648 6.377946 1.442728  0.505
H 3.970552 3.242246 -0.168603  -0.226
H -1.282597 -2.813405 1.591487  0.340

Cartesian forces (eV/Å) of the 3 atoms listed first:
-0.24 -0.27 -0.20
-0.01 0.01 0.01
0.71 0.49 0.13

Properties
Total charge   +1
Total energy   -180919.2523 eV
HOMO level (alpha / beta)   -10.58 / -10.58 eV

---

13 unconnected molecules or ions with the total composition C13H52O13 in a non-equilibrium geometry. Source: OMol25; level of theory: wB97M-V/def2-TZVPD.

Last column: Mulliken charge in e.
Positions of all 78 atoms, in Å:
O 3.560353 -4.412920 -6.671253  -0.498
O 0.371753 -5.042850 7.808457  -0.480
O 6.607313 0.056590 3.416377  -0.459
O -6.592367 1.989710 -2.827023  -0.471
O -2.968637 1.003660 -6.195063  -0.464
O 7.443123 1.412010 -1.912393  -0.479
O -0.151727 5.107630 -3.950563  -0.502
O 7.056203 5.999240 1.658587  -0.487
O -3.912587 -5.391570 2.301237  -0.465
O -2.668927 -6.348070 -2.577523  -0.488
O 3.591923 3.024330 6.291917  -0.492
O -8.925477 -0.124210 3.694547  -0.511
O -1.269127 0.383040 0.569387  -0.482
C -2.131757 -5.367160 -3.372153  -0.524
C 5.798743 6.585160 1.743097  -0.535
C -7.458557 2.749930 -3.662973  -0.543
C 3.762063 -3.011700 -6.622733  -0.579
C 6.476593 -1.100540 4.195937  -0.596
C 1.410883 -4.310150 7.183747  -0.519
C -8.320327 -0.660650 2.470247  -0.447
C 6.659693 2.276970 -2.677583  -0.547
C 2.272853 2.530900 6.560197  -0.473
C -4.337547 -6.390450 3.182407  -0.568
C -3.532117 0.518910 -7.333953  -0.532
C -1.040847 5.859890 -3.109943  -0.471
C 0.157723 0.548110 0.384787  -0.576
H 2.102543 -4.941560 6.626057  0.253
H -1.670967 -5.694600 -4.304123  0.239
H -1.623717 0.308970 -0.319643  0.304
H -3.649237 -4.699690 2.912427  0.307
H -1.414737 5.352670 -2.220543  0.230
H -7.912437 3.462350 -2.974103  0.264
H 5.584103 7.388110 1.037897  0.238
H 5.672843 2.390220 -2.228803  0.243
H -1.938097 6.097420 -3.681453  0.229
H -2.904277 -5.946820 -1.737753  0.306
H -3.687327 0.985930 -5.558853  0.302
H -7.280487 -0.333950 2.479827  0.214
H 4.752823 -2.695440 -6.949033  0.254
H 6.408133 0.739280 4.061257  0.314
H 5.066213 5.871130 1.366707  0.247
H 2.095283 -3.799580 7.861247  0.244
H 6.879143 5.061990 1.767297  0.322
H -3.546367 -7.012150 3.601487  0.251
H -3.749167 1.428870 -7.893383  0.223
H 6.991783 3.304250 -2.827663  0.231
H 1.912123 1.936320 5.720887  0.200
H 3.155743 -2.592390 -7.425633  0.259
H 5.690913 6.891690 2.783527  0.216
H 7.394053 -1.682320 4.107037  0.232
H 1.673723 3.399590 6.833177  0.232
H -4.889557 -5.966350 4.021167  0.249
H -8.852237 -0.260080 1.607267  0.222
H -8.627457 0.781880 3.803137  0.298
H -8.200777 2.086860 -4.107453  0.212
H -4.459417 -0.050490 -7.270873  0.278
H -2.879477 -4.620460 -3.639493  0.238
H -6.997717 3.325430 -4.465803  0.221
H -2.743617 -0.076850 -7.793763  0.192
H 3.856303 -4.769820 -7.511873  0.300
H -1.429217 -4.760600 -2.800663  0.230
H -0.643737 4.473170 -4.476853  0.299
H -5.048217 -7.063210 2.702367  0.227
H 0.539053 1.560410 0.518717  0.244
H 5.564533 -1.620550 3.902937  0.227
H -0.532457 6.768490 -2.787313  0.215
H 0.434323 0.372990 -0.654893  0.261
H 0.924073 -3.634940 6.480027  0.208
H -8.345527 -1.745870 2.371387  0.223
H 6.948593 1.269850 -1.101943  0.322
H 0.894373 -5.517280 8.459147  0.294
H 3.724163 3.726610 6.932947  0.293
H -6.474057 2.614320 -2.107683  0.318
H 2.247873 1.942030 7.477097  0.240
H 6.499433 1.751340 -3.618933  0.230
H 6.413363 -0.957000 5.274597  0.281
H 3.659793 -2.418880 -5.713773  0.264
H 0.555763 -0.317120 0.914917  0.248

Cartesian forces (eV/Å) of the 3 atoms listed first:
-0.01 -0.07 1.46
0.96 0.02 0.40
-0.07 0.85 0.67

Properties
Total charge   0
Total energy   -40932.4268 eV
HOMO level   -9.98 eV

---

A single C2HClN2O2 molecule in a non-equilibrium geometry. Source: OMol25; level of theory: wB97M-V/def2-TZVPD.

Last column: Mulliken charge in e.
Positions of all 8 atoms, in Å:
Cl 1.053710 0.612778 -1.806927  0.026
O -1.284835 2.458869 0.852403  -0.263
O -0.029232 0.730589 0.866038  -0.073
N -1.362578 1.264518 0.686836  0.298
N -0.131928 -0.617176 0.907869  -0.391
C 1.317813 -0.748824 -0.990630  -0.075
C 0.288609 -1.307047 -0.164543  0.139
H 0.148441 -2.393708 -0.351047  0.339

Cartesian forces (eV/Å) of the 3 atoms listed first:
-0.24 1.21 -0.92
-0.60 -3.89 -0.73
0.11 1.19 -0.46

Properties
Total charge   0
Total energy   -21679.0500 eV
HOMO level (alpha / beta)   -9.09 / -9.10 eV

---

Look up the total energy of the third one. -40932.4268 eV

---

total charge of number 3 (C13H52O13)? 0

---

Which of these has the lowest total energy? C36H53AuGe2IN2O2S

---

Which of these has the highest total energy? C2HClN2O2